[1]
One molecule with the formula C4H6O2 in a non-equilibrium geometry, computed with ωB97M-V/def2-TZVPD.

Calculated values
Energy relative to the best compared isomer or geometry (same formula, charge and spin) (kcal per mole): 59.5
Structure (SMILES): O=CCCC=O
LUMO level (eV): 0.7

Each line ends with the Löwdin charge.
CARTESIAN COORDINATES (ANGSTROEM)
1 O 0.519 -1.891 -0.653  0.035
2 C 0.850 -1.126 0.222  -0.371
3 C -0.016 -0.193 1.025  -0.065
4 C -1.063 0.478 -0.257  -0.049
5 C 0.034 1.088 -1.041  -0.254
6 O 1.189 0.739 -0.911  0.026
7 H 1.793 -1.249 0.784  0.126
8 H 0.610 0.592 1.483  0.103
9 H -0.357 -0.850 1.863  0.119
10 H -1.439 -0.470 -0.634  0.097
11 H -1.929 1.191 -0.269  0.112
12 H -0.125 1.969 -1.664  0.124

Atoms 1-6, force components in eV/Å:
O -0.2 0.4 0.2
C 0.1 -0.9 1.0
C -1.7 1.0 -1.1
C 0.8 -0.9 2.0
C 1.0 0.0 -0.1
O 0.2 0.5 -0.6



[2]
C4H6O2 as an isolated structure in a non-equilibrium geometry, computed with ωB97M-V/def2-TZVPD.

Calculated values
Energy relative to the best compared isomer or geometry (same formula, charge and spin) (kcal per mole): 66.1
LUMO level (eV): 0.7

Each line ends with the Löwdin charge.
CARTESIAN COORDINATES (ANGSTROEM)
1 C -0.468 0.326 0.349  -0.204
2 C 0.755 -1.208 -0.127  -0.282
3 C 1.144 -0.886 -1.508  -0.054
4 C -1.162 1.135 1.592  -0.047
5 O -0.648 0.946 -0.683  -0.036
6 O 0.807 -2.132 0.594  0.117
7 H 1.890 -1.559 -2.048  0.121
8 H 1.569 0.100 -1.561  0.077
9 H 0.221 -0.662 -2.055  0.092
10 H -1.534 0.388 2.361  0.069
11 H -2.103 1.579 1.180  0.067
12 H -0.470 1.974 1.904  0.082

Atoms 1-6, force components in eV/Å:
C 0.3 1.8 -1.4
C -2.5 1.5 1.6
C 1.1 -0.3 -1.3
C -0.2 -1.8 -0.2
O 0.2 -0.9 0.5
O 0.7 -0.2 -0.3



[3]
A 2-piece molecular cluster, C4H6O2 overall in a non-equilibrium geometry, computed with ωB97M-V/def2-TZVPD.

Calculated values
Energy relative to the best compared isomer or geometry (same formula, charge and spin) (kcal per mole): 129.0
LUMO level (spin up / spin down) (eV): -0.3 / -0.1

Each line ends with the Löwdin charge.
CARTESIAN COORDINATES (ANGSTROEM)
1 C 0.952 0.320 0.117  -0.090
2 C 2.367 -0.028 0.092  -0.328
3 C 0.006 -0.496 -0.300  -0.137
4 C -2.254 0.752 0.211  0.077
5 O 3.318 0.656 0.273  0.053
6 O 0.047 -1.791 -0.514  0.073
7 H 0.764 1.219 0.713  0.109
8 H 2.641 -1.086 -0.235  0.132
9 H -2.812 -0.179 0.546  0.023
10 H -2.833 1.316 -0.516  -0.011
11 H -1.654 1.373 0.839  -0.025
12 H -0.543 -2.057 -1.226  0.123

Atoms 1-6, force components in eV/Å:
C 0.6 0.8 1.3
C 0.3 -3.2 -1.5
C -1.8 0.9 0.6
C -0.5 -1.9 -0.4
O 0.9 2.1 0.9
O 0.3 -0.1 -0.4



[4]
One molecule with the formula C4H6O2 in a non-equilibrium geometry, computed with ωB97M-V/def2-TZVPD.

Calculated values
Energy relative to the best compared isomer or geometry (same formula, charge and spin) (kcal per mole): 34.1
Structure (SMILES): C=C(C=O)CO
LUMO level (eV): 0.4

Each line ends with the Löwdin charge.
CARTESIAN COORDINATES (ANGSTROEM)
1 C -0.866 -0.012 -0.691  -0.231
2 C 0.263 0.039 0.333  -0.260
3 C 1.203 -0.887 0.419  0.093
4 C 0.284 1.266 1.188  -0.229
5 H -1.381 -1.145 -2.189  0.086
6 H -0.784 0.944 -1.263  0.136
7 H -1.853 -0.028 -0.191  0.133
8 H 1.213 -1.766 -0.204  0.071
9 H 2.022 -0.737 1.148  0.081
10 H 1.221 1.381 1.811  0.130
11 O -0.702 -1.132 -1.520  -0.059
12 O -0.619 2.077 1.161  0.049

Atoms 1-6, force components in eV/Å:
C 0.2 0.9 0.3
C -0.9 0.3 -0.5
C 0.9 0.3 0.8
C 0.0 -0.2 -0.3
H -0.3 0.1 -0.2
H -0.2 -0.6 0.3



[5]
One molecule with the formula C4H6O2, computed with ωB97M-V/def2-TZVPD.

Calculated values
Energy relative to the best compared isomer or geometry (same formula, charge and spin) (kcal per mole): 30.2
Structure (SMILES): O=COC1CC1
LUMO level (eV): 1.1

Each line ends with the Löwdin charge.
CARTESIAN COORDINATES (ANGSTROEM)
1 O -2.557 0.061 0.161  0.083
2 C -1.988 0.021 -0.897  -0.339
3 O -0.658 0.016 -1.077  0.015
4 C 0.088 0.378 0.071  -0.320
5 C 1.565 0.232 -0.012  -0.086
6 C 0.762 -0.643 0.923  -0.078
7 H -2.483 0.027 -1.878  0.145
8 H -0.339 1.248 0.558  0.151
9 H 1.973 -0.244 -0.898  0.109
10 H 2.172 1.032 0.400  0.102
11 H 0.665 -1.691 0.659  0.111
12 H 0.801 -0.438 1.989  0.105

Atoms 1-6, force components in eV/Å:
O 0.3 0.1 -0.4
C -0.2 0.0 0.2
O -0.1 0.1 0.0
C 0.1 0.2 0.2
C 0.1 0.1 -0.1
C -0.1 -0.1 0.1



[6]
C4H6O2 as an isolated structure, computed with ωB97M-V/def2-TZVPD.

Calculated values
Energy relative to the best compared isomer or geometry (same formula, charge and spin) (kcal per mole): 178.9
LUMO level (eV): -0.3

Each line ends with the Löwdin charge.
CARTESIAN COORDINATES (ANGSTROEM)
1 C -0.655 0.749 -1.505  -0.071
2 O -0.041 1.635 -0.585  -0.040
3 C 0.283 0.348 -0.197  -0.267
4 C -0.823 -0.459 0.217  0.118
5 O 0.467 -1.290 1.652  -0.167
6 C 1.376 -0.496 1.272  -0.227
7 H -0.154 0.521 -2.449  0.106
8 H -1.723 0.963 -1.633  0.114
9 H -0.920 -1.452 -0.218  0.116
10 H -1.639 -0.115 0.851  0.124
11 H 1.554 0.442 1.847  0.107
12 H 2.274 -0.847 0.751  0.086

Atoms 1-6, force components in eV/Å:
C -0.1 0.3 -0.2
O -0.1 0.1 0.4
C -0.4 -0.4 -0.2
C -0.2 0.3 -0.4
O 0.3 0.1 -0.1
C 0.4 -0.3 0.1



[7]
One molecule with the formula C4H6O2, computed with ωB97M-V/def2-TZVPD.

Calculated values
Energy relative to the best compared isomer or geometry (same formula, charge and spin) (kcal per mole): 30.9
Structure (SMILES): C=C(O)C(C)=O
LUMO level (eV): 0.4

Each line ends with the Löwdin charge.
CARTESIAN COORDINATES (ANGSTROEM)
1 C 0.900 1.334 0.947  -0.005
2 C 0.825 0.326 -0.184  -0.384
3 O 1.787 0.039 -0.865  0.090
4 C -0.475 -0.407 -0.375  -0.344
5 O -1.594 0.219 0.088  0.035
6 C -0.589 -1.645 -0.867  0.087
7 H 1.923 1.712 1.014  0.086
8 H 0.206 2.165 0.784  0.087
9 H 0.623 0.872 1.903  0.094
10 H -1.469 -2.216 -0.578  0.074
11 H -2.286 -0.279 -0.375  0.107
12 H 0.149 -2.120 -1.492  0.071

Atoms 1-6, force components in eV/Å:
C 0.0 0.0 -0.1
C 0.3 -0.1 -0.2
O -0.4 0.2 0.2
C 0.1 -0.4 -0.2
O -0.1 0.0 0.1
C 0.2 0.0 0.1



[8]
One molecule with the formula C4H6O2, computed with ωB97M-V/def2-TZVPD.

Calculated values
Energy relative to the best compared isomer or geometry (same formula, charge and spin) (kcal per mole): 110.3
LUMO level (eV): 0.7

Each line ends with the Löwdin charge.
CARTESIAN COORDINATES (ANGSTROEM)
1 O -1.368 0.047 -0.594  -0.163
2 C -2.043 0.288 -1.682  0.062
3 C -0.010 -0.400 -0.777  -0.143
4 C 0.869 0.358 0.178  -0.281
5 C 0.880 -0.025 1.589  -0.104
6 O 1.942 -0.391 0.720  -0.030
7 H -3.033 0.589 -1.259  0.017
8 H 0.252 -0.256 -1.829  0.117
9 H 0.023 -1.463 -0.524  0.139
10 H 1.116 1.385 -0.092  0.152
11 H 1.126 0.716 2.348  0.116
12 H 0.245 -0.848 1.920  0.120

Atoms 1-6, force components in eV/Å:
O -0.3 0.0 -0.4
C -0.1 0.1 0.5
C 0.2 -0.1 0.0
C -0.1 0.1 -0.1
C -0.1 0.0 0.2
O 0.2 -0.1 0.0



[9]
One molecule with the formula C4H6O2, computed with ωB97M-V/def2-TZVPD.

Calculated values
Energy relative to the best compared isomer or geometry (same formula, charge and spin) (kcal per mole): 52.3
Structure (SMILES): C1O[C@H]2C[C@H]2O1
LUMO level (eV): 1.1

Each line ends with the Löwdin charge.
CARTESIAN COORDINATES (ANGSTROEM)
1 C 1.452 0.335 0.323  -0.016
2 C 0.434 -0.761 0.380  -0.245
3 O -0.778 -0.505 1.072  -0.050
4 C -1.582 0.178 0.098  -0.195
5 O -0.709 0.999 -0.637  -0.049
6 C 0.446 0.203 -0.767  -0.262
7 H 2.467 0.053 0.082  0.108
8 H 1.326 1.162 1.004  0.121
9 H 0.712 -1.818 0.258  0.155
10 H -2.082 -0.561 -0.568  0.138
11 H -2.344 0.847 0.537  0.141
12 H 0.658 -0.133 -1.782  0.153

Atoms 1-6, force components in eV/Å:
C 0.2 0.1 0.1
C -0.4 -0.5 -0.4
O -0.2 0.4 -0.3
C -0.6 0.1 0.1
O 0.2 -0.3 0.1
C 0.0 -0.4 -0.7



[10]
C4H6O2 as an isolated structure, computed with ωB97M-V/def2-TZVPD.

Calculated values
Energy relative to the best compared isomer or geometry (same formula, charge and spin) (kcal per mole): 56.7
LUMO level (eV): 1.0

Each line ends with the Löwdin charge.
CARTESIAN COORDINATES (ANGSTROEM)
1 C 0.588 0.964 0.516  -0.047
2 C -0.688 0.432 -0.110  -0.123
3 C 0.568 0.521 -0.909  -0.243
4 O 0.732 -0.895 -0.948  -0.019
5 C -0.527 -1.071 -0.236  -0.365
6 O -0.438 -1.790 0.934  0.039
7 H 0.560 2.020 0.763  0.109
8 H -0.023 -1.204 1.585  0.092
9 H 1.196 0.358 1.188  0.109
10 H -1.605 1.008 -0.153  0.137
11 H 0.849 1.099 -1.782  0.148
12 H -1.245 -1.592 -0.875  0.161

Atoms 1-6, force components in eV/Å:
C 0.2 0.1 0.1
C -0.2 0.1 0.0
C 0.1 0.3 -0.2
O 0.1 -0.1 0.0
C -0.3 0.0 -0.1
O 0.1 0.0 0.1



[11]
One molecule with the formula C4H6O2 in a non-equilibrium geometry, computed with ωB97M-V/def2-TZVPD.

Calculated values
Energy relative to the best compared isomer or geometry (same formula, charge and spin) (kcal per mole): 110.7
Structure (SMILES): C[C@]12O[C@H]1[C@@H]2O
LUMO level (eV): 0.9

Each line ends with the Löwdin charge.
CARTESIAN COORDINATES (ANGSTROEM)
1 C 0.786 -0.104 1.311  0.010
2 C 0.332 0.365 -0.020  -0.373
3 O 1.197 0.872 -1.063  0.030
4 C -0.204 0.774 -1.293  -0.108
5 C -0.485 -0.604 -0.842  -0.250
6 O -1.751 -0.602 -0.242  -0.013
7 H 0.023 -0.788 1.702  0.095
8 H 1.659 -0.715 1.033  0.105
9 H 1.072 0.627 2.061  0.079
10 H -1.671 0.245 0.262  0.108
11 H -0.850 1.511 -1.749  0.151
12 H -0.110 -1.580 -1.159  0.166

Atoms 1-6, force components in eV/Å:
C 0.1 0.2 0.2
C 0.5 -0.9 -0.1
O 0.4 -0.5 -0.5
C -0.4 0.6 0.0
C 0.3 0.1 0.0
O 0.0 0.1 0.4



[12]
A 2-piece molecular cluster, C4H6O2 overall, computed with ωB97M-V/def2-TZVPD.

Calculated values
Energy relative to the best compared isomer or geometry (same formula, charge and spin) (kcal per mole): 105.6
LUMO level (eV): -0.6

Each line ends with the Löwdin charge.
CARTESIAN COORDINATES (ANGSTROEM)
1 O 0.319 1.473 -0.984  0.084
2 C 1.384 0.770 -0.565  -0.687
3 C -1.115 -1.263 0.011  -0.096
4 C -1.410 -0.280 0.874  -0.040
5 C 1.246 -0.558 -0.023  0.237
6 O 2.541 1.125 -0.731  0.078
7 H 0.684 2.276 -1.394  0.133
8 H -1.167 -2.304 0.319  0.069
9 H -0.948 -1.082 -1.045  0.062
10 H -1.705 -0.492 1.902  0.065
11 H -1.430 0.756 0.554  0.052
12 H 1.513 -0.578 1.039  0.043

Atoms 1-6, force components in eV/Å:
O 0.2 0.1 -0.1
C 0.2 -0.1 0.1
C 0.1 0.1 0.0
C 0.2 0.0 -0.1
C -0.2 0.0 0.1
O -0.4 -0.1 0.1



no.,energy (eV)
1,-8337.8796
2,-8337.5966
3,-8334.8681
4,-8338.9824
5,-8339.1518
6,-8332.7051
7,-8339.1212
8,-8335.6776
9,-8338.1913
10,-8338.0011
11,-8335.6596
12,-8335.8821